A structure of composition C39H39N7O2RbSSb at a distorted geometry, computed with ωB97M-V/def2-TZVPD.

Last column: Mulliken charge in e.
CARTESIAN COORDINATES (ANGSTROEM)
1 Rb -0.67 0.23 0.63  0.5938
2 C -2.24 4.97 3.03  -0.6205
3 O -3.31 3.98 3.19  -0.4493
4 C -2.77 2.83 2.78  -0.0574
5 N -1.55 2.80 2.41  -0.1705
6 C -1.03 4.15 2.54  0.0121
7 C -0.44 4.76 1.29  0.3085
8 C 0.57 5.72 1.42  -0.4538
9 C 0.91 6.54 0.35  -0.6167
10 C 0.30 6.34 -0.87  -0.4526
11 C -0.67 5.35 -1.01  -0.4946
12 C -1.04 4.55 0.05  -0.2104
13 C -3.67 1.63 2.77  0.4667
14 C -5.01 1.80 3.15  -0.6251
15 C -5.86 0.73 3.12  -0.7077
16 C -5.29 -0.48 2.80  -0.6603
17 C -3.95 -0.56 2.44  0.4931
18 N -3.13 0.45 2.41  -0.0306
19 C -3.35 -1.87 2.07  -0.2486
20 N -2.25 -2.04 1.45  0.2134
21 C -2.05 -3.47 1.40  -0.1017
22 C -3.39 -4.08 1.85  -0.5036
23 O -4.09 -2.94 2.48  -0.4688
24 C -1.61 -4.03 0.06  0.0964
25 C -0.97 -5.26 -0.01  -0.4706
26 C -0.55 -5.70 -1.27  -0.6594
27 C -0.93 -5.06 -2.41  -0.6658
28 C -1.59 -3.87 -2.34  -0.4021
29 C -1.92 -3.36 -1.12  0.0183
30 H -2.03 5.43 3.99  0.3040
31 H -2.54 5.69 2.30  0.3822
32 H -0.25 4.17 3.33  0.4450
33 H 1.00 5.83 2.44  0.3168
34 H 1.66 7.35 0.49  0.3550
35 H 0.50 6.98 -1.72  0.4072
36 H -1.13 5.21 -1.97  0.3976
37 H -1.82 3.79 -0.01  0.3824
38 H -5.32 2.81 3.40  0.5002
39 H -6.89 0.82 3.40  0.4648
40 H -5.88 -1.37 2.75  0.4854
41 H -1.23 -3.74 2.09  0.5478
42 H -3.34 -4.89 2.55  0.3220
43 H -3.96 -4.41 1.01  0.3938
44 H -0.75 -5.82 0.89  0.4336
45 H 0.04 -6.60 -1.39  0.4279
46 H -0.63 -5.51 -3.34  0.4166
47 H -1.79 -3.30 -3.26  0.3641
48 H -2.43 -2.40 -1.01  0.2763
49 N -0.66 2.42 -3.51  -0.5305
50 C -0.05 1.44 -2.69  0.4467
51 S 1.24 1.94 -1.66  -0.4246
52 N -0.60 0.25 -2.73  -1.3871
53 N -0.03 -0.70 -1.90  0.6940
54 C 0.87 -1.44 -2.37  -0.4195
55 C 1.38 -1.31 -3.74  -0.3021
56 C 2.64 -0.75 -3.99  0.2969
57 C 3.17 -0.74 -5.30  -0.8074
58 C 2.40 -1.21 -6.33  -0.3745
59 C 1.11 -1.63 -6.12  -0.6731
60 C 0.61 -1.72 -4.83  0.1391
61 C 1.53 -2.41 -1.41  0.7528
62 C 2.47 -3.38 -1.89  -0.6046
63 C 3.20 -4.14 -1.00  -0.5893
64 C 3.12 -3.79 0.34  -0.8207
65 C 2.17 -2.87 0.77  -0.8922
66 N 1.38 -2.23 -0.09  0.2906
67 H -0.02 3.18 -3.78  0.2659
68 H -1.12 2.01 -4.31  0.2319
69 H 3.22 -0.32 -3.17  0.3861
70 H 4.21 -0.42 -5.48  0.3606
71 H 2.78 -1.27 -7.35  0.3556
72 H 0.49 -1.99 -6.96  0.3511
73 H -0.41 -2.06 -4.64  0.2546
74 H 2.60 -3.55 -2.97  0.5128
75 H 3.79 -5.00 -1.33  0.4149
76 H 3.76 -4.23 1.09  0.5026
77 H 2.09 -2.57 1.80  0.7475
78 C 3.50 1.74 4.43  -1.1514
79 Sb 3.03 0.31 2.84  0.6302
80 C 5.11 -0.26 2.41  -1.3020
81 C 3.05 1.72 1.23  -0.7691
82 H 4.27 2.47 4.13  0.3445
83 H 3.87 1.21 5.36  0.3122
84 H 2.56 2.21 4.71  0.2800
85 H 5.60 0.71 2.42  0.3873
86 H 5.15 -0.74 1.42  0.3292
87 H 5.56 -0.95 3.13  0.3779
88 H 4.11 2.00 1.15  0.4204
89 H 2.49 2.64 1.44  0.3545
90 H 2.71 1.27 0.31  -0.1469

The calculation puts the energy above the lowest of the compared OMol25 structures with the same formula, charge and spin at 0.329 eV. As for the gap between HOMO and LUMO: 6.249 eV. The HOMO energy is -6.46 eV. The calculated total energy comes out at -2705.82022 Ha. As for the LUMO energy: -0.2 eV. Its net charge is 0.